206
Properties=species:S:1:pos:R:3 method="wB97M-V/def2-TZVPD" homo_energy_ev=-4.69 gap_ev=2.95
H 6.286 -2.152 -3.686
H -6.819 -2.079 -2.725
C -4.356 -0.442 -3.052
C 3.778 -0.780 -4.169
H -5.498 0.460 -5.401
H -2.084 5.691 2.062
O -2.751 -4.005 4.505
H 3.745 -5.911 1.345
H 5.489 -4.572 -1.932
F 5.124 -7.129 3.501
N 5.772 -1.327 0.454
H -4.984 -1.276 -1.276
H -1.098 7.967 1.839
N 6.259 -3.261 -0.626
H 3.117 -0.635 -0.535
H -3.386 4.320 -0.125
C 1.318 -5.399 -0.799
C 0.375 -4.498 -0.465
S -3.017 -7.318 1.719
H 0.636 8.235 1.801
C 3.078 -2.766 -3.448
C -1.623 4.115 3.455
H 0.463 -0.807 1.011
C -5.806 -2.404 -2.961
O 5.975 -5.402 4.795
H 2.693 -7.775 2.272
C 4.977 -0.213 0.932
C -3.189 3.233 -4.120
H -0.631 -2.581 1.753
H 4.445 -0.044 -4.593
H 1.471 3.985 1.966
C 7.386 -2.390 -0.668
S 3.635 -3.653 3.718
C -0.753 -3.662 1.681
O 4.210 -2.932 4.834
H -0.205 -2.736 -4.537
H -1.421 3.105 -1.320
C 1.067 6.185 3.401
H 1.037 8.576 -0.348
H 3.678 -6.481 -0.282
O -3.700 -8.515 1.236
H -0.965 -1.988 4.611
N -5.114 1.679 2.692
O -0.607 0.489 -1.768
C -3.634 0.440 1.106
H 1.094 0.745 0.242
C -1.056 3.133 -3.696
H -0.412 5.924 0.210
H 3.487 -8.552 1.005
O -5.028 -6.513 -0.687
H 5.624 -3.727 -3.856
C -2.529 3.117 -5.384
H 3.228 -3.831 -3.342
S 1.822 0.708 3.850
H -4.445 4.632 5.973
H -1.418 6.270 3.634
H -1.772 -3.872 1.358
C 6.198 -4.551 -1.105
H -3.276 -0.561 0.862
H -5.707 -3.470 -2.757
C -5.652 -2.026 -4.419
O -3.525 1.331 6.919
C 7.051 -1.229 -0.050
C 5.555 -2.718 -4.263
N 0.093 5.633 2.271
H 6.979 -2.632 -5.973
N 2.112 1.432 5.069
H -3.853 0.821 -5.212
C -1.863 -1.957 5.228
H -1.394 1.619 5.643
O -3.976 -2.237 4.277
H -5.145 -0.410 2.536
H 5.338 -3.196 -6.456
C -0.004 8.670 -0.039
H -1.680 -2.399 6.207
C -4.926 0.434 1.882
O 3.103 3.611 3.988
C -0.405 -0.433 -0.926
H -2.882 3.030 -6.401
H 1.119 -2.157 -2.726
N -1.177 3.152 -5.061
C -2.470 1.263 7.544
N -2.237 3.257 -3.117
H -6.613 -1.647 -4.766
H -0.376 2.043 7.114
O 4.707 4.325 -2.082
N 4.207 -2.078 -3.943
C -2.931 -2.762 4.669
C 5.340 -2.603 0.105
H 4.336 -2.958 0.284
N -5.165 3.193 4.462
H -2.383 5.171 -1.300
F 4.172 2.678 5.790
C -4.650 -1.659 -2.241
O 4.475 1.525 3.721
F -3.954 -4.385 -0.383
H -2.551 3.648 3.126
H -0.618 -2.629 -6.193
N 2.071 -5.603 0.346
C 0.256 0.063 0.389
S 5.148 -5.496 3.591
H -5.150 3.037 6.509
N -3.851 -5.854 1.418
H 0.797 7.214 3.637
H -4.083 4.517 -1.681
H -5.333 3.074 1.170
H -0.460 2.946 -7.022
O -2.340 0.939 8.751
H -0.684 -3.990 2.718
H 5.797 -5.188 -0.317
H -5.509 -2.875 -5.087
H -0.650 8.256 -0.814
C -4.514 0.000 -5.491
C -5.267 1.813 4.069
H -1.705 4.216 4.538
H -3.930 1.059 0.259
H -0.929 0.376 6.849
N 2.512 4.022 -3.667
H 0.235 4.252 -6.205
H -3.387 0.025 -2.876
S 3.448 3.589 -2.314
H 1.571 1.014 -2.915
C -3.075 -1.911 -4.788
C 3.118 -6.473 0.653
C -5.179 3.849 5.783
H -4.254 3.167 -3.953
H 0.226 3.170 4.020
F 0.229 0.385 4.219
F 2.059 -3.555 4.192
H -2.772 2.143 -1.535
H 1.237 6.244 0.598
H 8.258 -2.669 -1.240
H 2.182 1.345 -4.427
C -1.171 1.427 6.693
H 1.842 -8.338 0.712
N -4.397 -1.065 -4.498
H -5.793 0.400 1.223
H 5.528 0.683 1.217
C 3.945 0.016 -0.252
O -2.511 -6.185 -0.715
F 1.113 5.668 -4.366
C 1.315 -5.014 1.361
H -1.984 -0.874 5.246
N 0.296 -4.299 0.924
C -0.352 3.359 3.116
H -0.211 9.736 0.059
H 1.036 5.518 4.263
C 0.408 4.195 2.085
O 2.768 2.902 -1.246
H -5.241 0.981 4.756
N 3.677 -5.321 3.786
H -3.121 -2.753 -4.098
C -0.206 7.852 1.224
H -0.365 0.666 1.051
H 1.523 -5.858 -1.754
H -3.224 -2.353 -5.772
O 2.416 -0.670 3.812
F 4.066 2.237 -2.859
C 2.686 -7.835 1.184
F -3.266 -7.569 3.286
O -1.554 -7.342 1.766
N 2.390 -0.727 -3.820
O 5.736 -5.171 2.279
H -0.553 2.328 2.824
H 4.438 0.365 -1.158
H -5.088 4.969 3.176
C 0.220 6.398 0.961
O 3.642 -3.049 2.385
H 0.123 3.884 1.080
H 0.800 2.767 -5.661
C -1.364 5.506 2.858
C -0.114 3.235 -6.029
C 2.064 -1.863 -3.158
H 2.085 6.162 3.013
S 2.075 5.272 -3.086
O 3.113 6.267 -3.195
H 4.352 -0.598 1.738
C -5.143 2.947 2.226
H -1.510 -0.816 -3.669
H -1.789 -0.198 -5.265
C 1.687 0.537 -3.888
H -5.205 0.238 -3.112
C -5.120 3.893 3.269
H 0.360 -1.349 -5.420
C -0.495 -2.015 -5.301
H 7.200 -4.931 -1.307
H 1.544 -5.256 2.389
H 3.575 0.985 0.082
C -1.715 -1.123 -4.694
H 7.627 -0.317 0.002
C -3.124 4.381 -1.182
C -2.438 3.166 -1.708
S -3.798 -6.012 -0.066
H -0.385 -4.045 -1.083
H -0.110 3.144 -3.174
O 1.739 1.398 2.530
H -6.165 4.283 5.944
C 5.909 -2.560 -5.780
O 1.254 5.232 -1.895
H -3.709 -2.188 -2.092
H -4.258 -0.381 -6.479
H 5.922 -1.534 -6.147
S 3.409 2.235 4.403
H -2.805 0.955 1.593
H 0.673 0.447 -4.277
O -0.679 -1.648 -1.130

---

173
Properties=species:S:1:pos:R:3 method="wB97M-V/def2-TZVPD" homo_energy_ev=-8.68 gap_ev=6.90 smiles="CCOB(O)C1=CC(=O)c2c(CCCCCCCCCOC)c([C@@H](I)CC)c(Br)c(CCCCl)c2C1=O.CC(C)O.CC(C)O.CC(C)O.CC(C)O.CC(C)O.CC(C)O.CC(C)O.CC(C)O"
C 3.355 4.924 -3.298
H 8.102 1.633 3.634
H -6.111 0.710 3.617
C -0.224 2.115 -0.457
H 4.921 5.330 -1.861
C 4.623 0.267 -0.815
H -15.727 2.320 5.814
H 12.299 -6.088 4.080
H -0.425 -3.704 -5.281
C -2.770 -5.385 -7.571
H -0.803 -3.832 -1.520
C 13.713 -7.458 3.212
O 6.398 0.180 5.064
H 8.819 0.914 7.276
C 4.596 5.678 -2.848
H 10.702 -4.148 2.017
H -4.304 -4.715 -8.941
H 5.419 5.542 -3.556
H -13.473 -2.044 1.297
H 4.536 6.619 2.447
H 10.164 -3.838 -0.382
H -15.291 -0.671 0.044
H -1.823 -7.325 -7.789
C -9.896 2.168 1.749
O 2.316 5.110 -2.340
C 10.199 2.745 1.092
C 2.137 0.909 0.315
C 7.733 0.505 5.443
H 13.450 -5.525 1.540
Br 6.807 4.842 0.973
O 8.046 -0.253 -2.824
O -15.059 1.128 2.744
H -17.317 2.517 3.107
H 8.810 2.118 -2.032
H -3.488 -5.716 -6.812
C -1.550 -6.293 -7.550
C 6.615 -2.098 -1.554
H 7.133 1.481 7.284
C 5.954 3.124 0.278
H 2.610 6.468 -4.627
O -13.095 0.579 0.925
H -6.289 -1.164 3.374
C 14.213 -5.112 3.958
C -5.377 1.077 -0.276
H -1.738 -3.755 -7.902
C 8.518 2.386 -0.913
C -4.055 1.262 -1.229
H 7.473 -0.235 7.459
O -2.376 -4.058 -7.234
H -0.319 3.258 -0.784
H 9.352 3.022 1.858
H -16.552 3.894 3.933
C -6.937 -0.800 1.009
C 4.047 -1.202 -1.366
H -11.834 3.835 0.654
C -5.421 -0.376 0.499
H 8.893 -3.696 2.291
H 7.709 -4.700 -2.950
H 2.674 6.510 2.849
C 4.346 2.799 0.599
H 9.093 0.692 0.666
H 3.284 7.641 1.465
H -1.074 -6.276 -6.564
O 8.359 -3.994 -2.604
H -10.355 1.200 1.527
H -9.748 4.721 1.502
I 4.049 3.823 3.618
H 1.976 4.863 -4.964
H -12.406 -0.136 -0.857
C -2.679 0.989 -0.353
H -5.502 1.954 0.490
C -15.261 2.165 3.700
C -3.435 -5.382 -8.938
H -14.327 2.735 3.767
C 5.162 -2.446 -1.282
C -16.382 3.076 3.226
H -7.619 -0.791 0.055
H 1.827 1.297 1.379
H -0.797 -5.954 -8.270
C -13.142 -0.415 -0.095
C -15.581 1.548 5.052
H 15.064 -5.028 3.273
H -3.764 -6.387 -9.219
C 13.158 -6.055 3.402
H -6.969 -1.909 1.436
C 7.084 -0.535 -1.921
C -11.204 3.304 -0.069
H -15.882 0.616 2.677
H -4.073 0.441 -2.076
C 9.563 1.583 0.070
H 4.868 -3.546 -0.992
H -9.198 2.549 -0.250
H -14.595 -1.183 -1.512
H -8.895 1.996 2.159
H -12.787 -2.549 -0.264
H -11.703 2.369 -0.346
H -0.193 -2.442 -2.409
H -2.618 1.788 0.529
H -4.104 2.365 -1.673
C 3.294 5.345 0.859
C 6.919 2.061 -0.578
C -9.822 3.039 0.505
H -2.616 -0.124 0.046
H 4.093 5.463 0.001
O -7.447 0.161 2.021
O 7.959 -3.812 -0.006
H 5.823 0.917 5.330
C -1.351 1.228 -1.284
H 1.180 -4.473 -5.286
H -0.183 -5.349 -3.395
H 9.293 -5.575 -0.229
H 1.889 2.603 -1.191
H -13.745 0.340 1.607
H -14.786 0.543 -1.125
C -6.865 -0.141 3.342
H 9.197 2.037 4.977
H -10.479 2.659 2.537
C 9.289 -4.436 0.118
H -0.848 0.194 -1.515
C 3.380 3.834 1.489
O 1.512 -4.491 -2.649
H 14.065 -7.875 4.160
H -11.137 3.941 -0.957
C -14.531 -0.439 -0.712
H 2.117 6.060 -2.294
H 3.571 3.852 -3.342
H 4.390 6.750 -2.752
H 8.757 3.550 -0.808
H 8.372 -0.332 5.139
H 9.404 -5.562 2.188
H -7.689 -0.167 4.180
H 1.994 -0.260 0.329
C 8.168 1.769 4.719
H -1.616 -3.319 -3.017
H 12.947 -8.122 2.799
O 12.694 -5.558 2.149
C 2.877 5.406 -4.659
H 1.265 0.918 -1.884
H 13.803 -4.104 4.078
H -0.394 2.104 0.706
C 0.267 -4.352 -3.328
H 1.918 -3.611 -2.585
C -12.775 -1.765 0.499
H -6.322 1.117 -0.987
H 3.648 5.262 -5.421
C 7.801 0.678 6.951
H -5.017 -1.275 -0.155
C 9.608 -4.488 1.758
H 14.579 -5.459 4.929
C 3.454 6.562 1.947
C 3.722 1.357 0.027
H -1.553 1.776 -2.298
C 0.513 -3.808 -4.726
H 2.225 5.491 0.350
H -16.488 0.935 4.998
C 6.228 0.642 -1.097
H 14.546 -7.457 2.500
H 7.513 2.611 4.972
Cl 11.743 2.054 1.853
H -16.143 3.503 2.246
H -4.751 -0.295 1.459
H -14.771 0.886 5.375
H -2.749 -5.011 -9.707
O -9.201 4.279 0.832
C 1.270 1.619 -0.919
H 2.259 3.429 1.540
H 1.005 -2.830 -4.685
H -11.778 -1.729 0.950
C -0.644 -3.434 -2.529
H 10.504 3.717 0.490
H 10.487 1.245 -0.604
B 7.715 -3.357 -1.418
O 2.825 -1.390 -1.873